Below is C5H10O as an isolated structure at a distorted geometry, with properties calculated with ωB97M-V/def2-TZVPD.

The geometry in ORCA input format:
```
! wB97M-V def2-TZVPD RIJCOSX def2/J DEFGRID3
* xyz 0 1
C -0.2138 -1.5539 1.7089
C -0.4394 -1.2653 0.4883
C -1.0258 1.2715 -0.5597
C 1.0432 -0.0939 -1.2083
C 0.1856 0.4293 -0.1378
O 0.8716 1.0258 0.9587
H -0.3256 -2.5958 2.1982
H 0.4827 -0.7524 2.2166
H -0.7679 -1.8644 -0.3300
H -0.7357 2.3512 -0.3838
H -1.2144 1.0378 -1.5495
H -1.9420 0.9997 -0.1418
H 1.6611 -0.8629 -0.9062
H 1.6897 0.6856 -1.5791
H 0.4864 -0.4381 -2.0704
H 0.2442 1.6258 1.2960
*
```

Computed properties:
HOMO energy: -8.98 eV
LUMO level: 0.0351 Eh
energy above the lowest of the compared OMol25 structures with the same formula, charge and spin: 281.0 kJ/mol